{
  "formula": "C7H7O3",
  "method": "ωB97M-V/def2-TZVPD",
  "species": ["O", "O", "H", "C", "C", "C", "C", "C", "C", "C", "O", "H", "H", "H", "H", "H", "H"],
  "xyz": [[0.099, 4.617, 0.744], [0.489, 4.463, 1.952], [-0.926, 3.911, 0.199], [-1.880, 3.588, -0.535], [-1.678, 4.162, -1.972], [-2.826, 4.405, -2.731], [-2.741, 4.732, -4.092], [-1.490, 4.852, -4.726], [-0.340, 4.647, -3.949], [-0.434, 4.322, -2.583], [-2.066, 2.339, -0.326], [-2.897, 3.880, -0.196], [-3.814, 4.248, -2.288], [-3.647, 4.837, -4.686], [-1.369, 5.042, -5.802], [0.667, 4.668, -4.362], [0.446, 4.102, -1.972]],
  "atomic_forces_ev_per_a": [[3.30, 0.95, 4.56], [-1.31, 0.31, -3.59], [-3.35, -0.61, -1.78], [2.15, 2.75, 0.02], [-0.68, -0.44, -0.03], [-0.03, -0.11, -0.63], [0.44, -0.04, -0.09], [0.32, -0.30, 0.66], [-0.06, -0.17, 0.65], [-0.25, -0.29, 0.13], [-0.29, -3.68, -0.37], [0.02, 1.09, 0.41], [0.30, 0.13, -0.10], [0.14, 0.07, 0.20], [-0.32, -0.01, 0.60], [-0.31, 0.18, -0.21], [-0.06, 0.18, -0.45]],
  "de_lowest_kj_mol": 0.00,
  "s2": 3.7646,
  "multiplicity": 4,
  "homo_lumo_gap_ev": [10.265, 7.106],
  "total_energy_ev": -13507.08622,
  "homo_energy_ev": [-9.388, -9.334]
}

=====

{
  "formula": "C7H7O6PtS",
  "method": "ωB97M-V/def2-TZVPD",
  "species": ["O", "C", "Pt", "O", "C", "C", "O", "C", "O", "C", "O", "H", "C", "S", "C", "O", "H", "H", "H", "H", "H", "H"],
  "xyz": [[-2.226, -4.711, -0.190], [-1.881, -3.706, -0.601], [0.671, 0.266, -2.286], [1.517, -2.019, -0.762], [0.670, -1.317, -1.209], [0.595, 1.602, -1.033], [0.452, 2.565, -0.365], [1.663, 2.446, -3.834], [1.907, 3.080, -4.737], [1.423, -0.864, -3.575], [1.851, -1.627, -4.369], [-0.395, -1.280, -1.177], [-1.094, 1.875, 2.201], [0.267, 0.695, 1.972], [-0.308, -0.647, 3.013], [0.108, 0.126, 0.541], [-0.965, 2.303, 3.168], [-2.003, 1.320, 2.140], [-1.010, 2.617, 1.448], [-1.418, -0.678, 2.968], [0.145, -1.583, 2.636], [0.031, -0.462, 4.050]],
  "atomic_forces_ev_per_a": [[0.75, 2.38, -1.02], [-0.66, -2.24, 0.98], [1.43, 3.62, -2.44], [-1.49, 0.09, 0.04], [3.11, -3.95, 2.08], [-2.53, 9.70, 4.82], [1.39, -4.89, -3.35], [0.46, 1.06, -1.82], [-0.48, -1.18, 1.78], [3.21, -6.76, -9.81], [-2.21, 4.27, 5.08], [-2.30, -1.70, 1.05], [0.90, 0.13, -0.18], [-2.32, -1.53, -1.03], [0.46, -0.88, 0.84], [0.24, 0.68, 3.10], [0.21, 0.41, 0.94], [-0.61, -0.61, -0.15], [-0.01, 0.81, -0.57], [0.65, 0.17, -0.16], [-0.14, 0.45, 0.22], [-0.08, -0.01, -0.38]],
  "de_lowest_kj_mol": 245.17,
  "s2": 6.0188,
  "multiplicity": 5,
  "homo_lumo_gap_ev": [6.083, 3.990],
  "total_energy_ev": -33694.87624,
  "charge": 3,
  "homo_energy_ev": [-19.811, -21.931]
}

=====

{
  "formula": "C7H7O6SSr",
  "method": "ωB97M-V/def2-TZVPD",
  "species": ["O", "C", "Sr", "O", "C", "C", "O", "C", "O", "C", "O", "H", "C", "S", "C", "O", "H", "H", "H", "H", "H", "H"],
  "xyz": [[-1.687, -0.843, -4.760], [-0.990, -0.559, -3.883], [-0.477, -0.033, -1.399], [-1.318, -3.566, -2.488], [-1.017, -2.522, -2.104], [1.273, -1.720, -0.085], [1.466, -2.116, 0.982], [1.940, 0.740, -1.023], [2.914, 0.854, -0.389], [2.482, -1.921, -2.638], [3.437, -2.545, -2.647], [1.799, 0.651, -2.230], [0.298, 1.471, 2.590], [-1.055, 0.285, 2.348], [-2.279, 1.519, 2.297], [-0.878, -0.025, 0.844], [0.147, 1.941, 3.580], [0.132, 2.160, 1.746], [1.280, 0.964, 2.465], [-1.931, 2.240, 1.547], [-3.224, 1.102, 1.955], [-2.314, 1.923, 3.295]],
  "atomic_forces_ev_per_a": [[2.65, 0.97, 2.95], [-2.93, -0.83, -4.19], [1.42, 1.01, 0.61], [1.07, 3.51, 1.28], [-1.21, -4.48, -1.13], [-0.03, -1.45, 3.64], [-0.18, 1.22, -3.21], [-3.56, -0.59, 0.76], [1.99, 0.39, -0.40], [1.98, -1.48, -0.40], [-1.88, 1.32, 0.07], [1.12, 0.33, -0.47], [0.03, -0.36, -0.03], [1.40, -0.23, -1.35], [-0.48, 0.39, -0.51], [-0.70, -0.26, 1.13], [0.38, -0.15, -0.54], [0.37, -0.03, 0.52], [-0.75, 0.29, 0.30], [-0.20, 0.08, 0.38], [-0.06, -0.09, 0.34], [-0.45, 0.44, 0.27]],
  "de_lowest_kj_mol": 91.24,
  "multiplicity": 1,
  "homo_lumo_gap_ev": [5.324, 5.327],
  "total_energy_ev": -31318.64850,
  "charge": 1,
  "homo_energy_ev": [-9.649, -9.652]
}

=====

In Da, the molecular weight values for the records above are, in order, 139.1 414.3 306.8.
In eV/A, the max |F| values for the records above are, in order, 5.7 12.3 5.2.